C39H34CrN6P2SSe2 as an isolated structure, computed with ωB97M-V/def2-TZVPD.

Structure (XYZ):
```
85
Properties=species:S:1:pos:R:3:forces:R:3:lowdin_charge:R:1
N -3.13030 2.00119 -5.14153 0.01 -0.04 0.06 0.1302
H 2.19847 5.35463 3.72956 0.00 0.00 0.00 0.1113
Cr -2.01059 0.12425 -2.23211 -0.64 -0.02 -0.11 0.6063
Se 4.52323 0.27334 -2.78819 -0.05 -0.02 0.11 0.3109
H -8.43351 -0.09916 -2.20004 0.01 0.00 0.00 0.1106
C 3.84797 -1.57702 -0.17222 -0.02 -0.05 -0.02 -0.3566
H 1.80783 -2.24197 -0.32572 0.00 -0.04 -0.01 0.0936
H -5.09017 -0.31866 -6.13654 -0.03 0.01 0.02 0.1123
N -4.63979 0.58005 -6.09929 -0.01 -0.02 0.04 0.1258
C 3.09175 -3.78553 0.41705 0.02 0.01 -0.10 -0.0840
H 4.59415 -5.13016 1.14149 0.01 0.00 0.00 0.1097
Se -1.90478 0.77359 1.76882 -0.04 0.00 0.03 0.4320
C 4.08027 2.63465 -0.21830 0.01 -0.01 0.01 -0.1167
C -2.42158 -3.56643 -0.28014 -0.01 0.01 0.00 -0.0767
H 2.74722 -0.06536 2.72612 0.04 0.00 -0.02 0.0790
H 5.57192 1.81899 3.24543 0.00 0.00 -0.01 0.1110
N 1.30150 -0.09045 -2.34980 -0.02 0.07 0.11 0.0445
N 0.01584 0.08147 -2.34212 0.04 -0.10 0.10 -0.1359
H 1.65451 5.25771 1.32198 0.00 -0.01 0.00 0.1120
C 1.82089 -3.26243 3.31586 -0.01 0.07 0.06 -0.0734
N -0.42603 0.40955 -1.12545 0.27 0.21 0.00 -0.1305
H -1.73999 -4.37523 -0.04908 0.00 0.00 0.00 0.1093
C 5.10291 3.36054 1.83053 0.00 0.00 0.00 -0.0702
C -3.73305 -3.60015 0.17151 0.01 0.02 0.00 -0.0572
H 1.22254 1.21213 4.13386 -0.01 0.01 0.01 0.1129
H -5.37356 2.88633 -2.00335 0.00 0.00 0.01 0.1161
C -4.60615 -2.57205 -0.14696 -0.03 -0.01 0.00 -0.0185
H 4.70526 0.00398 1.82578 0.02 0.00 0.00 0.0872
C 1.76824 3.28248 4.07067 0.00 -0.01 0.00 -0.0598
C -5.16647 -0.44126 -1.31900 0.00 -0.01 0.02 -0.1428
H -3.36350 2.71341 -5.81464 -0.01 0.01 0.00 0.1239
C 1.03646 2.03429 2.15138 -0.01 -0.02 0.01 -0.3682
C 1.56605 4.36963 1.93403 0.01 0.00 0.02 -0.0761
C 4.64617 1.02715 1.48128 -0.05 0.01 0.01 -0.0995
H 2.29074 -4.50855 0.50180 0.01 0.02 -0.01 0.1094
H 2.00513 3.32579 5.12543 0.00 -0.01 0.00 0.1117
C 1.33986 2.08948 3.51036 -0.02 0.04 0.01 -0.0821
H -2.28144 2.12705 -4.62193 0.07 0.00 -0.02 0.0989
H -0.09894 -4.09839 2.84464 -0.01 0.00 0.00 0.1104
C 2.82138 -2.50837 -0.05428 0.04 -0.03 0.01 -0.0876
H -6.80757 -1.79948 -1.49766 0.00 0.00 0.01 0.1186
H 6.42620 -3.48497 0.91986 0.00 0.00 -0.01 0.1104
C -7.41049 0.18832 -1.99788 0.01 0.00 -0.01 -0.0635
C 0.61619 0.47000 -0.29500 -0.07 -0.28 0.18 -0.3372
C 4.57463 3.65102 0.57867 0.01 -0.02 -0.02 -0.0780
H -3.31241 2.27648 -1.32501 0.02 0.01 -0.05 0.1195
C -1.98219 -2.47589 -1.01848 -0.03 0.00 0.05 -0.1025
C 5.15265 -1.93840 0.16925 -0.04 -0.01 -0.03 -0.0981
C 0.84287 -0.90853 2.22263 0.02 0.03 0.06 -0.3500
C 2.62215 -2.13031 3.28510 -0.03 0.00 0.07 -0.0628
C -4.79160 0.89137 -1.48756 0.08 0.02 0.03 -0.2545
C -7.01232 1.50672 -2.15541 0.01 -0.01 0.01 -0.0703
C -2.85347 -1.43527 -1.32478 0.24 0.05 -0.09 -0.2308
C 4.38392 -4.13316 0.77639 0.00 0.00 -0.01 -0.0694
H -0.98237 -1.98993 1.89297 -0.01 -0.01 0.01 0.0652
C -5.69539 1.85585 -1.89727 -0.02 0.02 -0.03 -0.0301
P 0.18566 0.59803 1.47968 0.04 0.10 0.01 0.5959
C -4.18968 -1.48529 -0.91728 -0.03 -0.01 -0.01 -0.1909
H -3.12432 1.04069 -0.27614 0.00 0.04 0.01 -0.0409
H -7.72081 2.26233 -2.46660 0.00 0.00 0.00 0.1094
C 0.03261 -2.04149 2.26773 0.03 -0.02 -0.06 -0.0981
C -3.67632 0.78094 -5.20476 -0.01 0.07 -0.02 -0.8305
H 3.71290 2.85037 -1.21471 0.00 0.01 0.00 0.0935
C 0.52931 -3.21799 2.80690 0.00 0.03 0.01 -0.0653
H -0.94881 -2.44490 -1.35112 0.00 0.00 0.00 0.0988
H 4.56370 4.67158 0.21832 -0.01 0.00 0.00 0.1117
C 4.09710 1.31521 0.23615 0.00 0.04 0.02 -0.3538
P 3.57558 0.03794 -0.93707 0.03 -0.09 -0.08 0.4950
H 5.49647 4.15598 2.45031 0.00 0.00 -0.01 0.1109
H 2.20094 -4.18014 3.74591 0.00 0.00 -0.01 0.1151
H 0.90650 3.13597 0.31003 0.00 0.01 0.00 0.1080
C 5.14303 2.05031 2.27880 -0.03 0.00 0.00 -0.0620
C 5.41435 -3.20815 0.65443 0.00 -0.01 0.03 -0.0616
C 1.14914 3.17752 1.36596 0.03 -0.04 -0.02 -0.0941
H 5.96328 -1.23373 0.02822 0.00 0.01 0.00 0.1131
H -4.95873 1.30235 -6.72331 0.03 -0.01 -0.03 0.1258
C 1.73725 0.14144 -1.09050 0.17 0.22 -0.34 -0.3536
C -6.49466 -0.76746 -1.58651 -0.01 -0.01 -0.01 -0.0121
S -3.22283 -0.52208 -4.20636 0.02 0.00 -0.06 0.7957
H 3.62677 -2.16335 3.68730 -0.01 0.00 -0.01 0.1169
C 1.87465 4.42216 3.28571 -0.01 0.00 -0.01 -0.0667
H -5.62437 -2.60739 0.22024 0.01 0.00 0.00 0.1174
N -3.41482 1.26795 -1.24516 -0.03 -0.17 0.01 0.0062
C 2.13494 -0.95476 2.73593 0.00 -0.01 0.07 -0.0945
H -4.08006 -4.42837 0.77517 0.00 0.00 -0.01 0.1110
```
Positions in Å, forces in eV/Å.

## Properties
E_HOMO (alpha / beta): -9.65 / -9.65 eV
2S+1: 4
gap between HOMO and LUMO (alpha / beta): 6.52 / 6.72 eV
net charge: +1

C39H34GeN5O7SV as an isolated structure, computed with ωB97M-V/def2-TZVPD.

Structure (XYZ):
```
88
Properties=species:S:1:pos:R:3:forces:R:3:lowdin_charge:R:1
C -0.45524 2.60973 3.36994 0.26 -0.23 -0.12 0.0027
H 5.48093 -2.97491 1.32553 -0.01 -0.01 -0.01 0.0957
H -6.01196 0.12350 0.06803 0.00 0.01 0.01 0.1191
H 0.11923 6.83298 -0.50337 -0.01 -0.01 0.01 0.1172
H -6.21505 -1.77710 -3.79508 0.10 -0.02 0.01 0.0759
C -1.28468 6.60485 1.10295 -0.14 -0.01 0.19 -0.0169
C -3.20463 -1.92045 -1.60774 0.00 0.10 -0.05 -0.0934
O -7.71314 -0.29196 -1.66916 -0.02 -0.01 -0.02 0.0975
C -4.44425 -1.80851 -2.20884 -0.15 0.03 -0.03 -0.0295
H 1.59324 -4.44303 -3.81377 -0.02 -0.06 -0.04 0.0858
C -1.21886 3.67935 3.78622 -0.30 0.42 -0.26 -0.0298
C -0.62107 2.10187 2.07273 -0.02 -0.13 0.18 -0.3142
H -2.97497 1.83565 -1.62456 0.03 -0.06 0.01 0.1132
N 0.23130 -1.43322 -2.46588 -0.08 0.54 0.54 0.0265
H -0.56809 6.14922 1.77445 0.01 -0.05 -0.04 0.1197
S -1.35261 -1.32066 0.34346 -0.25 -0.82 0.52 0.7222
C -0.89814 6.98507 -0.16326 0.10 -0.03 -0.03 -0.0049
H 4.12889 -2.88860 -0.73458 0.05 0.02 0.05 0.0777
N 0.49285 2.85902 -1.41943 0.22 -0.20 0.40 0.0265
C -2.29293 8.27508 -3.24663 -0.06 0.06 -0.06 -0.1002
H -0.13840 3.64427 -1.30387 -0.06 -0.03 0.02 0.0850
C 2.26341 -2.65290 0.29652 -0.47 0.38 -0.38 -0.2914
H -2.72350 9.24543 -2.97890 0.03 -0.01 0.00 0.0903
H 1.92937 -2.47625 3.65907 0.01 0.01 -0.01 0.1027
C 2.41776 -2.58481 2.69849 -0.03 -0.03 0.02 -0.0774
H -4.48946 7.65734 1.02882 0.00 0.04 0.00 0.1108
C -3.97292 -0.53510 0.20193 0.04 -0.03 -0.14 -0.1084
C -0.34353 -0.41231 -2.18276 0.13 -1.22 -1.57 -0.5670
N -2.66999 5.49615 3.48756 -0.90 0.57 0.26 0.0475
C -3.10461 7.81705 -0.60564 -0.07 0.07 -0.19 -0.0292
H -4.31470 4.76148 1.18855 0.01 0.18 0.04 0.1082
O 1.54251 0.20747 -0.64631 0.69 -0.14 0.12 -0.2186
H -3.10411 7.54958 -3.36396 0.03 0.00 0.00 0.0956
H 0.39315 -6.46695 -4.57989 0.01 0.02 0.00 0.0941
C 0.13284 -6.00529 -3.63474 -0.03 -0.04 -0.01 -0.1054
H -1.06236 4.11018 4.76756 -0.01 0.00 0.03 0.1075
C 4.40502 -2.86487 1.39138 0.10 -0.04 0.03 -0.0969
H 2.59047 -2.45108 -2.45061 0.10 -0.07 0.06 0.0021
C -1.68683 2.63735 1.27748 -0.25 0.14 0.16 -0.1290
C -2.93376 -1.24642 -0.41341 0.01 -0.15 0.14 -0.6079
C -3.58784 4.02663 0.88390 -0.01 -0.02 -0.32 -0.0023
O -1.34782 7.84140 -2.29639 0.03 0.00 0.07 -0.0906
H -4.56278 3.62608 -0.97647 -0.03 -0.08 0.01 0.1074
C -2.86135 2.35903 -0.68488 0.13 -0.29 -0.06 -0.1167
C -1.21197 -5.94895 -1.64685 -0.06 -0.03 0.04 -0.0964
H 0.37079 2.50701 -2.36233 -0.10 -0.03 -0.01 0.0849
C -3.48132 7.46550 0.68289 0.08 -0.30 0.26 -0.0371
O -7.01964 -1.37195 -3.45913 -0.13 0.00 -0.07 0.1007
C -5.46370 -1.05533 -1.62325 0.15 0.00 0.12 -0.1522
H 4.38717 -2.75894 3.53405 0.00 0.00 -0.01 0.0960
C 3.64363 -2.81800 0.23329 -0.03 0.02 -0.16 -0.1378
H -4.59624 -2.33232 -3.14814 0.03 -0.04 0.01 0.1052
C 2.82527 2.09139 -1.31316 -0.19 -0.09 0.24 -0.1026
O 2.84977 1.19851 0.89887 0.10 -0.04 -0.06 0.0640
C -2.60237 6.80992 1.54193 0.05 -0.19 -0.96 -0.3140
C -2.48578 3.71594 1.70236 0.21 0.17 0.21 -0.0918
C -2.14714 4.33537 2.95939 0.58 -0.73 -0.42 -0.2631
N -1.86833 1.95832 0.10748 -1.50 1.36 0.22 -0.0002
C -1.81316 7.56066 -1.04202 -0.03 -0.02 0.04 -0.2904
H 3.85190 2.40711 -1.13193 -0.01 0.04 -0.02 0.1132
H -0.81045 -4.34139 -0.28356 -0.04 -0.01 0.04 0.0829
H -1.75547 8.37197 -4.18676 -0.02 0.00 0.00 0.0889
C -5.21147 -0.43794 -0.39517 -0.08 -0.01 -0.08 -0.0168
C 1.88796 3.29139 -1.22941 0.09 0.07 -0.14 -0.2407
C 2.40244 1.09127 -0.22641 0.62 -0.08 -0.19 -0.6354
H 2.74744 1.61526 -2.29342 0.03 0.04 -0.02 0.1140
C -0.53421 -4.81579 -1.21766 0.05 0.01 0.00 -0.1174
C 0.48506 -4.26327 -1.99122 0.08 0.28 0.29 -0.2997
H -3.83184 8.28429 -1.25611 0.03 -0.01 0.02 0.0988
H -2.00556 -6.36788 -1.03936 0.01 0.02 0.00 0.0984
V -0.32879 0.75708 -0.20033 -0.14 -0.13 -3.04 0.5804
H 0.29651 2.16981 4.01154 -0.02 -0.01 -0.01 0.1145
C -3.74630 3.36556 -0.31635 -0.10 0.30 0.32 -0.0347
O -1.00984 0.58810 -2.24619 0.13 -0.14 -0.02 0.0065
H 0.59163 -2.39253 1.62581 -0.12 0.02 -0.05 0.0333
Ge 1.39347 -2.57619 -1.48503 0.02 -0.45 -0.51 0.9682
C -0.88146 -6.54418 -2.85592 0.02 -0.02 -0.03 -0.1088
H -3.77343 -0.05640 1.15124 -0.02 0.05 0.01 0.1058
H 2.18424 4.04739 -1.96827 -0.02 0.02 0.06 0.1054
C 0.80680 -4.87228 -3.20146 0.10 0.10 0.01 -0.1311
H -2.42554 -2.51488 -2.06894 0.02 0.03 -0.01 0.0968
C -6.81080 -0.86750 -2.21716 -0.04 0.03 0.04 -0.4899
O 0.04208 1.14538 1.53143 0.85 1.01 3.42 -0.1525
C 3.79285 -2.74430 2.62860 0.02 0.00 0.00 -0.0961
N -3.03859 6.51273 2.84053 0.28 -0.05 0.87 0.0429
H -1.41501 -7.42441 -3.19423 0.00 0.00 0.02 0.0938
C 1.65625 -2.54049 1.54031 -0.04 0.02 0.08 -0.1072
H 1.97410 3.73670 -0.23617 -0.02 -0.01 0.00 0.1199
```
Positions in Å, forces in eV/Å.

## Properties
E_HOMO (alpha / beta): -3.59 / -4.79 eV
2S+1: 4
gap between HOMO and LUMO (alpha / beta): 5.62 / 6.69 eV
net charge: -1

| no. | total energy (hartree) |
| --- | --- |
| 1 | -8763.2211 |
| 2 | -5726.2856 |